Record 1
Below is C24H52GaO31S7Si as an isolated structure in a non-equilibrium geometry, with properties calculated with ωB97M-V/def2-TZVPD.

Values from the calculation:
Charge: -1
Highest occupied orbital energy, eV: -4.97

```
116
Properties=species:S:1:pos:R:3:forces:R:3
C 6.647 -2.231 1.857 -0.2 0.1 -0.2
C 6.854 -0.742 1.881 1.2 0.8 0.5
O 7.955 -0.251 2.118 -1.4 -0.6 -0.4
O 5.751 0.003 1.662 0.5 -0.5 -0.1
C 5.752 0.617 0.344 -0.3 0.4 -0.1
C 4.346 1.060 0.023 0.3 0.3 0.2
C 3.870 2.182 0.964 -0.4 -0.5 -0.2
Ga 2.519 1.625 2.405 0.1 0.1 0.4
C 1.279 0.098 1.778 0.0 0.4 0.5
C -0.160 0.560 1.614 0.4 0.5 -0.5
O -0.874 -0.030 0.499 -0.1 -0.5 0.5
Si -1.020 -1.680 0.423 -0.3 0.1 -0.3
C -0.888 -2.549 2.081 0.1 -0.1 -0.4
C 0.216 -2.322 -0.852 -0.2 0.4 0.3
C -2.741 -1.996 -0.264 0.7 0.6 0.2
H 5.698 -2.507 1.412 -0.2 0.1 0.0
H 7.451 -2.682 1.288 0.2 -0.1 0.0
H 6.671 -2.611 2.872 0.1 -0.1 0.2
H 6.404 1.488 0.352 0.2 0.0 0.1
H 6.138 -0.102 -0.381 0.0 -0.2 0.0
H 3.705 0.180 0.032 -0.2 -0.1 0.0
H 4.379 1.427 -1.005 0.0 -0.1 -0.2
H 3.379 2.941 0.358 0.0 0.2 0.0
H 4.749 2.633 1.421 0.0 0.2 0.1
H 3.340 1.185 3.743 0.1 -0.1 0.0
H 1.591 2.886 2.836 0.0 0.0 -0.1
H 1.324 -0.654 2.562 0.2 -0.4 -0.1
H 1.686 -0.294 0.850 -0.1 -0.2 -0.2
H -0.183 1.632 1.434 -0.2 0.1 -0.2
H -0.728 0.407 2.532 -0.1 -0.1 0.2
H -1.379 -3.519 2.013 -0.1 -0.1 -0.1
H 0.149 -2.732 2.342 0.1 0.1 0.2
H -1.386 -1.994 2.870 0.0 0.2 0.2
H -0.339 -2.523 -1.765 0.1 -0.3 -0.2
H 0.896 -1.502 -1.072 0.2 0.1 0.0
H 0.805 -3.173 -0.529 0.0 -0.3 -0.1
H -2.779 -1.484 -1.224 -0.1 -0.2 -0.3
H -2.945 -3.055 -0.374 -0.2 -0.2 -0.1
H -3.474 -1.510 0.372 -0.2 -0.2 0.1
C -6.334 -0.625 -3.609 0.3 0.2 0.1
C -5.845 -2.003 -3.998 -0.3 -0.1 -0.3
O -5.656 -2.672 -2.740 0.0 0.2 0.2
S -6.737 -2.162 -1.684 0.3 0.2 -0.5
O -7.821 -3.080 -1.641 -0.2 -0.1 0.2
O -6.063 -1.756 -0.510 -0.1 -0.2 0.3
O -7.211 -0.863 -2.493 -0.1 -0.3 -0.1
H -5.516 0.017 -3.278 0.0 0.0 0.0
H -6.886 -0.136 -4.406 -0.2 0.0 0.1
H -4.907 -1.982 -4.544 0.1 -0.1 0.2
H -6.593 -2.549 -4.570 0.0 0.0 -0.1
C 7.286 3.209 4.244 -0.3 -0.3 -0.1
C 8.089 2.765 3.040 0.3 -0.1 0.3
O 7.566 3.569 1.967 -0.3 0.2 -0.1
S 7.129 4.995 2.513 0.2 -0.7 0.3
O 8.162 5.938 2.258 -0.1 0.3 0.0
O 5.794 5.252 2.111 -0.1 0.3 -0.2
O 7.145 4.638 4.067 0.3 0.1 -0.1
H 6.291 2.760 4.255 0.0 0.0 0.0
H 7.792 3.011 5.185 0.0 0.2 0.0
H 7.956 1.714 2.799 -0.1 0.1 -0.2
H 9.152 2.992 3.156 0.0 0.0 0.0
C 4.145 7.773 5.934 0.3 0.2 -0.1
C 4.573 6.373 5.551 -0.4 -0.1 -0.3
O 4.933 5.760 6.802 0.1 0.3 0.1
S 4.011 6.337 7.971 0.1 0.1 -0.4
O 2.939 5.448 8.227 -0.1 0.0 0.2
O 4.856 6.784 9.020 0.1 -0.1 0.2
O 3.437 7.599 7.174 -0.1 -0.2 0.0
H 5.005 8.421 6.118 0.0 0.0 0.0
H 3.492 8.231 5.196 -0.1 0.0 0.1
H 5.420 6.364 4.874 0.2 -0.1 0.2
H 3.748 5.811 5.108 0.0 0.0 0.0
C 4.694 8.886 -0.132 0.2 0.2 -0.2
C 5.565 8.638 1.079 -0.1 -0.5 0.1
O 5.292 9.760 1.939 0.0 0.2 -0.2
S 3.771 10.212 1.770 0.3 -0.3 -0.3
O 2.992 9.639 2.806 -0.2 0.0 0.1
O 3.746 11.607 1.520 0.0 0.2 0.1
O 3.476 9.419 0.415 0.0 -0.1 0.2
H 5.131 9.632 -0.800 0.0 0.0 0.0
H 4.479 7.977 -0.685 -0.2 0.0 0.1
H 6.624 8.607 0.842 0.0 0.2 0.1
H 5.281 7.720 1.597 0.0 0.0 -0.1
C -8.497 -6.603 -4.292 -0.2 -0.3 0.0
C -7.616 -7.116 -5.411 0.3 0.1 0.2
O -8.036 -6.365 -6.565 -0.2 0.1 0.1
S -8.485 -4.899 -6.112 0.0 -0.3 0.5
O -7.408 -3.990 -6.274 0.1 0.2 -0.3
O -9.762 -4.632 -6.662 -0.1 0.1 -0.2
O -8.609 -5.196 -4.553 0.1 0.0 -0.1
H -9.496 -7.041 -4.327 0.0 0.0 0.0
H -8.061 -6.764 -3.313 0.0 0.2 0.0
H -7.742 -8.178 -5.596 -0.1 0.0 -0.2
H -6.563 -6.897 -5.222 0.0 0.0 0.0
C -9.839 -6.635 0.510 0.0 0.3 -0.2
C -11.115 -7.230 -0.050 -0.1 -0.1 0.3
O -10.660 -8.125 -1.077 0.2 0.1 -0.1
S -9.255 -8.764 -0.652 -0.2 0.5 0.3
O -9.460 -10.045 -0.089 0.1 -0.2 0.0
O -8.348 -8.564 -1.724 0.1 -0.2 -0.3
O -8.918 -7.738 0.521 -0.2 -0.2 0.0
H -9.439 -5.851 -0.134 0.0 0.0 0.0
H -9.959 -6.254 1.519 0.1 -0.1 0.1
H -11.773 -6.484 -0.484 0.0 -0.1 -0.2
H -11.656 -7.809 0.702 0.0 0.0 0.0
C 0.715 -2.910 -6.928 0.2 0.1 -0.1
C 1.415 -3.142 -5.604 -0.1 -0.3 0.1
O 1.019 -2.025 -4.802 0.0 0.2 -0.2
S -0.471 -1.585 -5.176 0.2 -0.2 -0.1
O -1.384 -2.177 -4.270 -0.2 0.1 0.0
O -0.477 -0.196 -5.443 0.0 0.2 0.1
O -0.569 -2.393 -6.562 0.1 -0.1 0.1
H 1.235 -2.163 -7.532 0.0 0.0 0.0
H 0.588 -3.823 -7.502 -0.2 0.0 0.0
H 2.497 -3.157 -5.694 0.0 0.2 0.1
H 1.072 -4.059 -5.121 0.0 0.0 0.0
```
Forces are in eV/Å.

Here are the Löwdin charges for atoms 1 to 5, given in e: atom 1 (C): 0.022, atom 2 (C): -0.508, atom 3 (O): 0.069, atom 4 (O): -0.035, atom 5 (C): -0.184


Record 2
Below is a 4-piece molecular cluster, C24H52N3 overall in a non-equilibrium geometry, with properties calculated with ωB97M-V/def2-TZVPD.

Values from the calculation:
Charge: -1
Highest occupied orbital energy, eV: -1.92

```
79
Properties=species:S:1:pos:R:3:forces:R:3
C 1.215 4.972 7.455 0.2 0.1 0.4
C 0.992 3.775 7.450 -0.4 -1.0 0.0
C 0.591 2.379 7.489 -0.4 1.2 0.0
C -0.680 2.211 8.357 -0.8 -0.2 0.6
C -1.610 3.391 8.087 -0.7 -0.3 -0.8
C -2.231 3.686 6.868 -0.3 -0.1 0.7
H 1.279 6.014 7.662 0.2 0.0 -0.3
H 0.345 2.045 6.475 0.2 0.0 0.0
H -0.395 2.274 9.414 -0.2 -0.3 0.0
H -1.168 1.251 8.137 0.3 -0.1 0.0
H -1.764 4.085 8.922 1.9 0.9 -0.6
H -1.856 4.475 6.213 -1.0 1.1 0.9
H -3.132 3.160 6.545 1.1 -1.2 -0.9
C 0.256 -0.721 0.690 -0.1 0.0 -0.1
C 0.368 -1.700 1.849 -0.1 0.1 -0.1
N 1.101 -1.166 2.977 0.2 0.0 0.1
C 1.452 -2.171 3.964 0.2 -0.2 0.0
C 0.316 -2.870 4.720 0.0 0.0 0.1
C 0.608 0.098 3.511 -0.1 0.3 -0.1
C -0.844 0.156 3.996 0.0 0.1 0.1
H 1.242 -0.369 0.379 0.0 0.0 0.1
H -0.214 -1.211 -0.166 0.0 0.0 0.0
H -0.357 0.145 0.946 0.0 0.0 0.0
H 0.897 -2.587 1.485 0.0 0.0 0.2
H -0.645 -2.035 2.125 0.0 0.0 -0.1
H 2.136 -1.723 4.690 -0.1 0.1 0.0
H 2.044 -2.940 3.454 -0.1 0.0 -0.1
H -0.130 -2.220 5.471 -0.1 0.0 0.0
H 0.710 -3.743 5.246 0.0 0.0 0.0
H -0.470 -3.221 4.050 0.0 0.0 0.0
H 0.739 0.864 2.741 0.0 -0.1 -0.1
H 1.266 0.417 4.322 0.0 -0.2 0.0
H -1.537 -0.324 3.301 0.0 0.0 0.0
H -1.151 1.199 4.093 0.0 0.0 0.1
H -0.960 -0.299 4.977 -0.1 0.0 0.0
C -1.137 1.075 -2.713 0.0 -0.1 0.1
C -0.378 2.240 -3.329 0.0 -0.2 0.0
N -0.714 3.518 -2.732 -0.1 0.2 -0.1
C -0.214 4.654 -3.486 0.0 0.1 -0.2
C 1.304 4.830 -3.606 0.0 0.1 0.0
C -0.560 3.600 -1.287 -0.1 -0.2 0.2
C 0.821 3.302 -0.691 0.0 0.1 0.1
H -2.214 1.243 -2.750 0.0 0.1 0.0
H -0.919 0.158 -3.264 0.0 0.0 0.0
H -0.846 0.905 -1.675 0.0 0.0 0.0
H -0.633 2.281 -4.392 0.0 0.2 0.0
H 0.701 2.024 -3.277 0.0 -0.1 0.0
H -0.644 5.568 -3.067 0.0 -0.1 0.1
H -0.628 4.585 -4.498 0.0 -0.1 0.0
H 1.746 5.193 -2.679 0.0 -0.1 0.0
H 1.526 5.573 -4.376 0.0 0.0 0.0
H 1.806 3.905 -3.892 0.0 0.0 0.0
H -1.278 2.912 -0.832 0.0 0.0 -0.1
H -0.887 4.589 -0.957 0.0 0.1 -0.2
H 1.281 2.417 -1.132 0.0 0.0 0.0
H 0.723 3.117 0.380 0.0 0.0 0.0
H 1.505 4.142 -0.806 0.1 -0.1 -0.1
C -0.127 -6.298 -6.187 0.0 0.0 0.1
C 0.534 -4.932 -6.070 0.0 -0.2 0.1
N -0.401 -3.866 -5.766 -0.1 0.2 -0.1
C 0.167 -2.538 -5.930 0.1 0.1 -0.2
C 1.318 -2.128 -5.006 0.0 0.1 0.0
C -1.217 -4.059 -4.579 -0.1 -0.2 0.1
C -0.501 -4.266 -3.238 -0.1 0.1 0.1
H -0.938 -6.279 -6.916 0.0 0.0 0.0
H 0.607 -7.036 -6.516 0.0 0.0 0.0
H -0.526 -6.643 -5.232 0.0 0.0 0.0
H 1.004 -4.708 -7.031 0.0 0.2 0.0
H 1.350 -4.997 -5.333 0.0 0.0 0.0
H -0.637 -1.801 -5.844 -0.1 -0.1 0.1
H 0.516 -2.455 -6.965 0.0 -0.1 0.0
H 0.968 -1.906 -3.999 0.0 -0.1 0.0
H 1.787 -1.218 -5.387 0.0 0.0 0.0
H 2.095 -2.890 -4.945 0.0 0.0 0.0
H -1.866 -4.921 -4.752 0.1 0.0 -0.1
H -1.906 -3.215 -4.489 0.1 0.1 -0.1
H 0.331 -4.967 -3.316 0.0 0.0 0.0
H -1.204 -4.677 -2.509 0.0 0.0 0.0
H -0.128 -3.330 -2.825 0.1 0.0 0.0
```
Forces are in eV/Å.

Here are the Löwdin charges for atoms 1 to 5, given in e: atom 1 (C): -0.009, atom 2 (C): -0.313, atom 3 (C): -0.267, atom 4 (C): -0.311, atom 5 (C): -0.205


Which formula does entry 2 have? C24H52N3


Which value of charge does entry 2 give? -1